1.
A single CH4N2O molecule. Source: OMol25; level of theory: the ωB97M-V functional and the def2-TZVPD basis.

Calculated values
gap between HOMO and LUMO = 0.402 hartree
SMILES string = NC(N)=O
LUMO energy = 0.836 eV

Cartesian coordinates (Å):
1 N 1.077 -0.433 0.103
2 C 0.056 0.488 0.020
3 N -1.174 -0.073 -0.358
4 O 0.223 1.653 0.294
5 H 1.030 -1.393 -0.192
6 H 1.981 0.005 0.102
7 H -1.275 -0.860 0.258
8 H -1.918 0.614 -0.227

=====

2.
2 unconnected molecules or ions with the total composition CH4N2O. Source: OMol25; level of theory: the ωB97M-V functional and the def2-TZVPD basis.

Calculated values
gap between HOMO and LUMO (alpha / beta) = 0.417 / 0.327 hartree
LUMO energy (alpha / beta) = 0.395 / -0.408 eV

Cartesian coordinates (Å):
1 C -1.339 -0.093 -0.222
2 N -0.256 -0.798 -0.769
3 N 1.691 0.811 0.342
4 O -0.908 -1.340 0.247
5 H -1.129 0.755 0.419
6 H -2.275 -0.083 -0.772
7 H 1.808 0.138 1.101
8 H 2.409 0.611 -0.347

=====

3.
A single CH4N2O molecule. Source: OMol25; level of theory: the ωB97M-V functional and the def2-TZVPD basis.

Calculated values
gap between HOMO and LUMO = 0.325 hartree
LUMO energy = 0.713 eV

Cartesian coordinates (Å):
1 C -0.119 -0.274 0.031
2 N -0.597 1.796 0.381
3 N 0.570 -1.403 -0.036
4 O 0.476 0.838 -0.213
5 H -1.141 0.419 0.437
6 H -0.848 2.321 -0.467
7 H 0.102 -2.278 0.128
8 H 1.558 -1.420 -0.262

=====

4.
A gas-phase ion, CH4N2O2 (charge -2). Source: OMol25; level of theory: the ωB97M-V functional and the def2-TZVPD basis.

Calculated values
gap between HOMO and LUMO = 0.194 hartree
SMILES string = [O-]NCN[O-]
charge = -2
LUMO energy = 8.168 eV

Cartesian coordinates (Å):
1 O 2.348 0.035 -0.076
2 N 1.151 0.591 0.229
3 C -0.082 -0.585 -0.181
4 N -1.297 -0.249 0.445
5 O -2.306 0.563 -0.197
6 H 0.908 1.336 -0.535
7 H 0.252 -1.566 0.215
8 H -0.064 -0.432 -1.287
9 H -0.909 0.307 1.388

=====

5.
A molecular structure, CH4N2O2. Source: OMol25; level of theory: the ωB97M-V functional and the def2-TZVPD basis.

Calculated values
gap between HOMO and LUMO (alpha / beta) = 0.289 / 0.284 hartree
LUMO energy (alpha / beta) = -0.532 / -0.614 eV

Cartesian coordinates (Å):
1 C 1.225 0.264 -0.018
2 N -1.487 0.944 -0.440
3 N -0.031 -0.252 -0.439
4 O -0.504 -1.296 0.305
5 O -2.388 0.326 -0.015
6 H 1.290 1.307 -0.318
7 H 2.009 -0.305 -0.528
8 H 1.369 0.163 1.063
9 H -1.484 -1.151 0.389

=====

6.
2 unconnected molecules or ions with the total composition CH4N2O2. Source: OMol25; level of theory: the ωB97M-V functional and the def2-TZVPD basis.

Calculated values
gap between HOMO and LUMO (alpha / beta) = 0.352 / 0.300 hartree
LUMO energy (alpha / beta) = 0.542 / -0.238 eV

Cartesian coordinates (Å):
1 C 0.903 0.687 0.328
2 N -2.366 0.488 0.094
3 N 0.452 -0.088 -0.805
4 O -0.085 -1.291 -0.272
5 O -2.414 -0.676 0.075
6 H 2.034 0.559 0.312
7 H 0.910 1.588 -0.107
8 H 0.413 0.675 1.357
9 H 0.153 -1.942 -0.983

=====

7.
2 unconnected molecules or ions with the total composition CH4N2O2. Source: OMol25; level of theory: the ωB97M-V functional and the def2-TZVPD basis.

Calculated values
gap between HOMO and LUMO = 0.341 hartree
LUMO energy = -0.637 eV

Cartesian coordinates (Å):
1 C -0.181 0.803 -1.025
2 N 0.413 -0.491 1.571
3 N 0.233 -0.522 -0.836
4 O 0.159 1.690 -0.280
5 O 0.826 -1.000 0.276
6 H -0.660 0.868 -2.005
7 H 0.963 0.416 1.777
8 H -0.598 -0.476 1.382
9 H -1.154 -1.288 -0.860

=====

8.
2 unconnected molecules or ions with the total composition CH4N2O2S. Source: OMol25; level of theory: the ωB97M-V functional and the def2-TZVPD basis.

Calculated values
gap between HOMO and LUMO (alpha / beta) = 0.229 / 0.229 hartree
LUMO energy (alpha / beta) = -1.880 / -1.879 eV

Cartesian coordinates (Å):
1 C -0.303 0.236 0.753
2 N 1.916 -0.130 -0.419
3 N -0.438 1.259 -0.163
4 O 2.794 -0.910 -0.285
5 O 0.909 -0.338 0.801
6 S -1.740 -1.629 -0.135
7 H -0.969 0.489 1.656
8 H 0.129 1.138 -0.997
9 H -1.368 1.526 -0.027
10 H -0.931 -1.642 -1.184

=====

9.
3 unconnected molecules or ions with the total composition CH4N2O2S. Source: OMol25; level of theory: the ωB97M-V functional and the def2-TZVPD basis.

Calculated values
gap between HOMO and LUMO (alpha / beta) = 0.280 / 0.280 hartree
SMILES string = N=C=O.O=S.N
LUMO energy (alpha / beta) = -1.161 / -1.168 eV

Cartesian coordinates (Å):
1 N 1.151 -1.530 0.022
2 C 0.045 -1.823 0.316
3 O -1.023 -2.272 0.591
4 H 1.369 -0.621 -0.471
5 O -1.886 0.504 -0.444
6 S -2.595 -0.404 0.523
7 N 0.793 1.263 -0.014
8 H 0.071 1.758 0.438
9 H 0.459 1.256 -1.025
10 H 1.615 1.869 0.063

=====

10.
A molecular structure, CH4N2O2S. Source: OMol25; level of theory: the ωB97M-V functional and the def2-TZVPD basis.

Calculated values
gap between HOMO and LUMO = 0.367 hartree
LUMO energy = -0.103 eV

Cartesian coordinates (Å):
1 C -0.125 -0.060 -0.230
2 N 2.271 0.741 0.733
3 N 0.983 -0.520 0.619
4 O 4.649 0.803 -0.104
5 O 3.270 -1.215 -0.712
6 S 3.418 0.042 -0.091
7 H -0.317 -0.610 -1.103
8 H -0.948 -0.053 0.374
9 H 0.076 0.956 -0.584
10 H 0.942 -0.540 1.625

=====

11.
A single CH4N2O3 molecule. Source: OMol25; level of theory: the ωB97M-V functional and the def2-TZVPD basis.

Calculated values
gap between HOMO and LUMO = 0.403 hartree
SMILES string = NN(O)OC=O
LUMO energy = 0.653 eV

Cartesian coordinates (Å):
1 N 0.781 0.037 -1.289
2 N -0.116 0.477 -0.285
3 O -1.339 0.734 -0.918
4 O -0.352 -0.705 0.551
5 C 0.351 -0.618 1.689
6 O 0.476 -1.456 2.503
7 H 0.246 -0.358 -2.066
8 H 1.097 0.909 -1.752
9 H -2.070 0.554 -0.182
10 H 0.925 0.425 1.750

=====

12.
A molecular structure, CH4N2O3. Source: OMol25; level of theory: the ωB97M-V functional and the def2-TZVPD basis.

Calculated values
gap between HOMO and LUMO (alpha / beta) = 0.306 / 0.326 hartree
LUMO energy (alpha / beta) = -1.760 / -1.357 eV

Cartesian coordinates (Å):
1 C 1.042 -0.510 0.358
2 N -1.279 -0.498 -0.266
3 N -1.169 0.922 -0.494
4 O -1.725 -0.144 0.896
5 O -0.064 -1.196 -0.300
6 O 1.573 0.520 -0.395
7 H -1.838 1.104 -1.256
8 H 0.979 1.281 -0.323
9 H 1.789 -1.296 0.439
10 H 0.692 -0.182 1.341

=====

Relative energy (zero: lowest compared OMol25 entry of this formula, charge and spin) readings, ordered: 14.40 655.73 538.23 134.73 467.25 545.63 560.75 445.84 184.51 408.87 187.61 512.05 kJ/mol
Strongest force on any atom readings, ordered: 0.93 2.17 0.45 3.66 3.93 4.35 5.61 4.88 3.00 4.08 4.32 0.83 eV/Å
E_tot readings, ordered: -6130.35838 -6123.71145 -6124.92929 -8168.22083 -8171.84273 -8171.03035 -8170.87370 -19007.30318 -19010.01164 -19007.68627 -10220.48217 -10217.11961 eV